Record 1
Computed, not measured: one molecule with the formula C16H20N2 in a non-equilibrium geometry, with wB97M-V/def2-TZVPD.

The geometry in XYZ format:
```
38
Properties=species:S:1:pos:R:3:forces:R:3
C -3.972 0.291 -0.963 -1.39 1.49 1.68
C -4.664 1.079 -0.060 1.59 -2.20 -3.05
C -1.972 0.294 0.541 -3.09 2.46 2.42
C -2.700 1.086 1.434 0.99 -1.56 -1.64
C 1.087 -2.676 -0.653 -0.20 0.03 0.12
C 0.053 -1.953 -0.036 0.57 -0.47 -0.50
C 2.366 -2.116 -0.768 -0.62 -0.44 -0.17
C 1.593 -0.070 0.240 -0.64 -1.48 -0.59
C 0.312 -0.649 0.392 -0.01 0.84 0.28
C 2.630 -0.824 -0.337 -1.82 -0.09 1.03
N -0.700 0.144 0.992 1.71 -0.55 0.24
N 4.144 -0.457 -2.856 -0.13 -0.58 0.55
C -2.567 -0.204 -0.739 -0.01 -0.35 0.56
C -4.098 1.543 1.209 -0.17 0.56 1.10
C -1.859 1.491 2.632 -0.08 -0.79 -1.24
C 3.983 -0.300 -0.404 2.37 -0.23 0.23
C -0.498 0.840 2.306 -0.01 0.12 -0.61
C 4.294 0.431 -1.698 -0.90 -0.25 -0.60
H -4.448 0.012 -1.915 0.24 0.14 0.54
H -5.642 1.397 -0.371 -0.39 0.15 0.15
H 0.863 -3.699 -1.007 0.34 0.68 0.22
H -0.921 -2.436 0.082 0.38 0.40 0.11
H 3.197 -2.660 -1.199 -0.13 -0.24 0.00
H 1.710 0.958 0.522 0.29 0.28 0.19
H 4.215 0.061 -3.718 -0.14 0.02 -0.12
H 3.226 -0.912 -2.799 0.44 0.32 -0.34
H -1.946 0.105 -1.559 0.48 0.10 -0.63
H -2.544 -1.300 -0.738 -0.09 0.05 -0.17
H -4.782 1.239 2.043 0.45 0.20 -0.37
H -4.130 2.653 1.204 -0.05 -0.27 0.16
H -2.239 1.059 3.545 -0.31 0.15 0.45
H -1.809 2.568 2.707 0.09 0.34 0.26
H 4.178 0.365 0.445 -0.07 0.06 -0.16
H 4.722 -1.147 -0.286 -0.69 0.78 -0.22
H -0.261 0.094 3.080 0.37 0.31 -0.36
H 0.277 1.628 2.211 -0.14 -0.70 0.19
H 3.600 1.267 -1.810 0.07 0.39 0.31
H 5.299 0.795 -1.668 0.68 0.35 -0.01
```
Forces are in eV/Å.

The net charge is 0. The energy above the lowest of the compared OMol25 structures with the same formula, charge and spin is 169.9 kJ/mol. As for the SMILES: NCCc1cccc(N2CCC3=C2CC=CC3)c1. The HOMO energy comes out at -0.24818 hartree.

Record 2
Computed, not measured: one molecule with the formula C3H4N2 in a non-equilibrium geometry, with wB97M-V/def2-TZVPD.

The geometry in XYZ format:
```
9
Properties=species:S:1:pos:R:3:forces:R:3
C 0.845 -0.948 -0.035 -0.81 1.43 0.47
C 0.947 0.463 -0.043 -0.19 -0.96 0.30
C -1.208 -0.283 -0.019 1.40 0.95 -0.56
H 1.624 -1.668 0.048 0.44 -0.25 -0.20
H 1.768 1.265 -0.025 -1.41 -1.81 -0.03
H -0.847 1.715 0.328 1.66 -1.68 -1.33
H -2.253 0.028 -0.193 0.34 -1.38 0.52
N -0.384 0.821 -0.062 -1.85 2.40 1.30
N -0.492 -1.394 0.003 0.43 1.29 -0.46
```
Forces are in eV/Å.

The net charge is 0. The energy above the lowest of the compared OMol25 structures with the same formula, charge and spin is 70.6 kJ/mol. As for the SMILES: c1c[nH]cn1. The HOMO energy comes out at -0.32647 hartree.

Record 3
Computed, not measured: a 8-piece molecular cluster, C33H63Cl2N11O19PS2 overall in a non-equilibrium geometry, with wB97M-V/def2-TZVPD.

The geometry in XYZ format:
```
131
Properties=species:S:1:pos:R:3:forces:R:3
C -3.805 -2.278 1.375 -0.09 0.55 1.28
C -3.258 -0.798 1.517 -0.81 0.57 -0.41
C -2.670 -0.217 0.145 -0.27 -1.74 1.67
Cl -3.953 0.821 -0.688 0.61 -0.42 0.37
C -1.303 0.540 0.283 0.39 1.67 -2.49
C -1.503 2.044 0.744 -0.76 0.39 0.53
C -2.493 2.354 1.916 0.35 0.55 0.63
C -1.991 2.048 3.381 -1.24 1.37 0.24
C -2.758 3.074 4.348 -0.33 -0.45 -0.19
C -3.223 2.431 5.710 0.93 1.27 -0.21
C -2.008 1.670 6.404 -1.12 -0.19 0.21
C -2.297 0.132 6.305 -0.24 -0.36 -0.54
S -1.335 -0.865 7.554 -0.47 -1.09 -0.30
C -1.395 -2.520 6.793 0.78 1.13 -2.48
N -0.999 -2.666 5.511 -0.78 0.17 2.83
N -1.178 -3.981 5.194 -1.29 -1.28 2.73
C -1.669 -4.568 6.298 0.88 0.73 -2.52
O -1.838 -3.693 7.350 0.46 0.05 -1.40
O -0.911 0.750 -1.100 0.74 0.44 1.18
P 0.562 0.017 -1.631 -1.26 -1.71 -1.81
N -0.449 -1.511 -1.683 -0.29 -1.49 1.04
C 2.010 -1.219 -1.988 2.22 -0.09 -0.63
C 3.386 -0.657 -2.395 2.78 0.56 -1.06
C 3.812 -0.640 -3.814 0.66 0.51 0.92
C 5.085 -0.141 -4.275 0.22 0.35 1.67
C 6.080 0.390 -3.338 -2.54 -1.10 0.85
C 5.717 0.351 -1.927 -1.08 -0.47 -1.67
C 4.412 -0.154 -1.458 0.62 0.31 -0.96
C 4.183 -0.141 0.079 0.17 -1.10 -0.44
C 1.532 1.629 -2.028 0.11 1.21 -0.35
Cl 0.609 3.186 -1.543 0.54 -0.32 0.31
C 1.738 1.877 -3.588 0.56 0.70 0.45
C 3.095 2.660 -3.805 0.16 -0.26 -0.48
O 1.093 -0.143 0.030 -2.86 1.00 0.03
C -0.029 -0.177 0.932 2.09 -0.21 0.51
S -0.131 -1.950 1.514 -0.92 -0.65 -0.04
C 0.647 0.498 2.215 -0.37 -0.50 -0.09
O 1.898 -0.255 2.413 -1.03 0.63 -0.01
N 2.642 0.326 3.377 0.87 -1.24 -0.46
O 3.620 -0.338 3.531 -0.20 0.87 0.54
H -3.963 -2.596 0.319 0.29 0.23 0.83
H -3.158 -2.992 1.960 -0.43 0.55 -0.93
H -4.802 -2.307 1.893 0.96 -0.07 -0.64
H -2.508 -0.698 2.343 -0.53 -0.29 -0.83
H -4.145 -0.169 1.817 0.97 -0.47 -0.29
H -2.619 -1.123 -0.514 0.68 1.34 0.28
H -0.537 2.575 0.975 -0.79 -0.86 -0.31
H -1.893 2.581 -0.163 0.40 -0.76 0.84
H -3.514 1.898 1.824 1.03 0.28 -0.20
H -2.682 3.470 1.891 0.30 -1.04 -0.14
H -0.904 2.257 3.547 -0.86 -0.60 -0.42
H -2.306 1.013 3.659 0.68 0.69 -0.17
H -3.654 3.489 3.802 0.78 -0.49 0.59
H -2.095 3.959 4.542 -0.48 -0.81 -0.07
H -3.514 3.291 6.381 0.07 -0.94 -0.59
H -4.130 1.798 5.554 0.83 0.29 0.16
H -1.046 1.983 5.923 -0.78 -0.48 0.53
H -2.016 1.996 7.481 0.29 -0.51 -0.94
H -2.050 -0.322 5.311 -0.05 0.64 0.83
H -3.394 -0.043 6.461 1.02 0.12 0.12
H -1.924 -5.647 6.274 0.10 1.12 0.84
H 0.102 0.148 -3.008 0.16 0.03 0.27
H 0.026 -2.326 -1.289 -0.11 0.18 -0.16
H -0.697 -1.770 -2.637 0.23 0.37 0.21
H 2.174 -1.812 -1.043 -0.37 0.72 -0.84
H 1.699 -1.979 -2.754 0.27 1.01 0.41
H 3.102 -1.013 -4.591 0.70 0.45 1.04
H 5.341 -0.123 -5.366 -0.45 -0.11 1.07
H 7.047 0.795 -3.701 -0.78 -0.37 0.37
H 6.463 0.727 -1.188 -0.81 -0.39 -0.49
H 3.579 0.734 0.423 0.44 -0.76 -0.26
H 3.639 -1.091 0.344 0.25 1.16 -0.05
H 5.164 -0.212 0.630 -0.90 0.40 -0.60
H 2.490 1.748 -1.457 -0.83 -0.22 -0.67
H 0.919 2.540 -3.985 0.58 -0.90 0.56
H 1.696 0.941 -4.191 0.22 0.54 0.69
H 2.955 3.772 -3.912 0.00 -1.08 0.26
H 3.808 2.459 -2.962 -0.56 0.20 -0.80
H 3.591 2.291 -4.744 -0.36 0.40 0.78
H -1.059 -2.583 0.707 0.58 0.99 0.31
H 0.060 0.336 3.149 0.28 0.43 -0.83
H 0.962 1.551 2.029 -0.64 -0.74 0.09
C -6.847 -5.586 1.863 0.17 0.06 -0.52
N -6.666 -4.801 0.611 0.12 -0.12 -0.13
O -6.986 -5.332 -0.438 0.08 0.22 0.12
O -6.209 -3.681 0.728 -0.44 -0.43 -0.21
H -7.258 -6.556 1.609 0.00 0.15 -0.09
H -5.868 -5.689 2.327 -0.07 0.20 0.05
H -7.526 -5.034 2.496 0.19 0.16 -0.21
C 8.629 3.907 -1.982 -0.10 0.06 0.28
N 8.192 3.684 -3.385 -0.13 -0.01 -0.05
O 7.025 3.886 -3.644 0.22 -0.01 -0.14
O 9.043 3.312 -4.174 -0.19 0.07 0.11
H 7.773 4.233 -1.398 0.00 -0.05 -0.14
H 9.018 2.964 -1.605 0.08 0.07 -0.09
H 9.401 4.674 -1.997 0.04 -0.14 -0.05
C 5.484 3.974 -7.140 0.23 -0.12 0.06
N 4.022 3.792 -7.342 -0.08 0.01 0.04
O 3.652 2.741 -7.830 -0.07 0.25 0.07
O 3.304 4.712 -7.002 0.15 -0.31 -0.18
H 5.998 3.082 -7.486 -0.13 0.03 0.03
H 5.789 4.844 -7.718 -0.08 0.03 0.12
H 5.652 4.128 -6.076 -0.03 0.06 -0.06
C 3.870 -2.899 -7.618 0.02 0.22 -0.21
N 3.231 -3.178 -6.305 -0.13 0.05 0.12
O 2.383 -2.396 -5.920 0.02 -0.45 -0.23
O 3.605 -4.170 -5.712 -0.10 0.18 -0.10
H 3.441 -1.989 -8.029 -0.02 -0.06 0.12
H 4.937 -2.779 -7.443 -0.05 -0.13 0.01
H 3.669 -3.749 -8.267 0.11 -0.02 0.10
C -5.388 1.064 -4.112 0.14 0.08 0.25
N -6.667 1.447 -4.769 0.04 0.03 0.08
O -7.394 2.221 -4.176 0.01 -0.16 -0.27
O -6.896 0.956 -5.859 -0.08 0.16 0.20
H -5.318 1.573 -3.156 -0.07 -0.03 -0.10
H -5.400 -0.015 -3.974 0.05 0.06 -0.10
H -4.577 1.368 -4.771 -0.06 -0.13 -0.02
C -8.496 -7.963 5.394 -0.07 -0.27 0.12
N -8.332 -7.195 4.130 -0.04 -0.03 0.12
O -8.669 -7.740 3.098 0.03 0.19 0.19
O -7.869 -6.071 4.228 -0.40 -0.66 0.53
H -8.915 -8.937 5.158 0.04 0.11 -0.09
H -7.513 -8.064 5.846 -0.07 0.14 0.02
H -9.169 -7.397 6.035 0.15 0.06 -0.01
C 3.732 4.092 3.260 0.05 -0.34 -0.05
N 2.617 4.929 3.781 -0.10 -0.05 0.02
O 1.669 4.354 4.279 0.13 0.25 -0.08
O 2.738 6.134 3.670 -0.08 -0.22 0.08
H 3.489 3.045 3.425 -0.07 0.10 0.02
H 3.831 4.302 2.197 0.03 0.09 0.09
H 4.632 4.370 3.803 -0.05 0.10 -0.10
```
Forces are in eV/Å.

The net charge is -1. The HOMO energy comes out at -0.17101 hartree.

Record 4
Computed, not measured: a 9-piece molecular cluster, C33H75NO14S5 overall in a non-equilibrium geometry, with wB97M-V/def2-TZVPD.

The geometry in XYZ format:
```
128
Properties=species:S:1:pos:R:3:forces:R:3
C 15.657 -22.109 14.202 0.04 -1.26 0.23
C 16.152 -21.416 12.969 0.45 0.04 -0.62
C 15.330 -21.647 11.746 0.15 -0.48 -0.21
O 16.230 -20.066 13.222 0.86 2.74 1.14
H 14.621 -21.879 14.452 0.06 0.39 0.02
H 16.323 -21.939 15.047 -0.17 0.35 0.03
H 15.675 -23.189 14.054 0.01 -0.22 -0.14
H 17.185 -21.688 12.755 0.16 -0.47 0.13
H 14.330 -21.329 12.041 -0.43 -0.55 -0.58
H 15.486 -22.683 11.448 -0.89 -0.19 0.03
H 15.669 -21.077 10.881 0.09 0.33 0.22
H 15.598 -19.464 12.823 -0.31 -0.65 -0.27
C 26.558 -28.580 13.899 1.20 -1.34 -0.83
C 25.249 -29.066 13.261 2.35 -0.70 0.78
C 24.778 -30.369 13.905 -0.67 0.82 0.22
O 24.427 -27.957 13.294 -1.83 0.18 -0.33
H 27.286 -29.379 13.758 0.35 -0.11 0.01
H 26.571 -28.428 14.978 -0.66 0.21 0.04
H 26.981 -27.716 13.388 -0.28 0.13 0.07
H 25.419 -29.426 12.246 0.07 0.99 -0.47
H 25.424 -31.195 13.609 -0.03 0.07 0.02
H 23.769 -30.523 13.522 -0.09 -0.40 0.23
H 24.771 -30.282 14.991 -0.17 -0.16 0.11
H 24.314 -27.764 14.227 -0.29 0.34 0.17
C 19.845 -16.321 11.773 -0.40 0.03 -0.56
C 19.964 -16.207 13.268 0.26 1.72 0.23
C 18.895 -15.216 13.877 0.11 0.15 -0.99
O 19.877 -17.468 13.851 -0.38 -0.39 0.27
H 19.910 -15.338 11.306 -0.31 0.00 -0.10
H 18.902 -16.820 11.551 -0.29 0.24 -0.34
H 20.614 -16.934 11.303 0.20 -0.07 0.38
H 20.986 -15.859 13.420 -0.05 0.27 0.64
H 18.946 -14.968 14.937 0.40 -0.41 -0.03
H 17.868 -15.513 13.661 -0.09 -0.93 0.18
H 18.839 -14.270 13.338 0.80 0.28 -0.06
H 18.978 -17.691 13.599 -0.27 -0.95 0.37
C 21.181 -25.606 7.041 -0.99 0.53 -0.93
C 21.481 -25.497 8.527 0.47 0.28 0.23
C 20.264 -24.961 9.332 -0.10 -0.10 0.24
O 19.686 -23.706 8.868 -0.17 -1.51 -0.40
C 20.483 -22.565 8.983 1.28 0.19 0.56
N 22.007 -26.811 9.040 -0.73 0.55 -0.07
H 20.240 -26.135 6.892 0.10 -0.51 0.06
H 21.901 -25.963 6.304 0.55 -0.76 0.80
H 20.962 -24.666 6.534 -0.12 0.67 0.73
H 22.142 -24.655 8.733 0.94 -0.21 -0.45
H 20.586 -24.856 10.368 0.34 0.40 0.25
H 19.478 -25.708 9.438 -0.39 0.18 -0.69
H 21.457 -22.645 8.501 0.12 -0.28 -0.29
H 20.717 -22.369 10.029 -0.09 0.14 0.34
H 20.055 -21.655 8.561 -0.70 -0.43 -0.04
H 22.275 -26.845 10.013 -0.43 0.55 0.37
H 22.860 -27.113 8.593 -0.10 0.28 -0.69
C 19.570 -32.276 6.325 1.41 -0.35 -0.26
C 19.937 -33.246 7.510 -0.57 1.33 -0.64
C 21.385 -33.042 7.860 0.85 0.79 0.65
S 22.293 -32.543 6.325 -1.13 -3.00 -1.00
O 23.033 -33.780 5.997 -0.77 2.03 -0.02
O 22.947 -31.271 6.349 0.07 0.27 0.34
C 20.707 -32.444 5.277 -0.79 -1.55 0.28
H 19.628 -31.212 6.558 -0.34 -0.05 0.88
H 18.549 -32.498 6.015 0.25 -0.01 -0.54
H 19.825 -34.304 7.275 -0.49 0.18 -0.40
H 19.229 -32.954 8.286 0.34 -0.41 0.46
H 21.862 -33.944 8.242 0.12 0.02 -0.42
H 21.563 -32.291 8.630 -0.16 0.35 -0.21
H 20.549 -33.430 4.842 0.58 -0.45 0.25
H 20.650 -31.844 4.369 0.64 0.86 0.62
C 14.823 -27.663 3.734 -0.69 -0.44 -1.72
C 15.101 -26.171 3.533 0.19 0.50 -0.01
C 15.016 -25.801 2.027 -0.58 -1.21 0.27
S 13.640 -26.926 1.395 0.09 -0.38 0.60
O 14.186 -27.886 0.444 -0.22 0.98 0.21
O 12.433 -26.166 1.077 1.22 -0.74 0.44
C 13.499 -27.954 2.969 -0.50 1.85 -0.24
H 14.761 -27.966 4.779 0.15 0.03 -0.15
H 15.590 -28.200 3.176 0.31 -0.30 0.48
H 16.093 -25.913 3.904 0.08 -0.06 -0.01
H 14.411 -25.583 4.139 -0.22 0.11 -0.19
H 15.903 -26.142 1.494 -0.03 -0.09 0.02
H 14.864 -24.746 1.797 -0.41 -0.21 0.11
H 13.168 -28.932 2.619 0.71 -0.12 0.16
H 12.665 -27.525 3.523 -0.10 0.10 0.04
C 25.557 -21.930 13.680 0.76 1.32 -1.12
C 24.690 -20.667 13.347 0.44 -0.60 -0.08
C 25.389 -19.847 12.193 -0.27 -1.36 0.85
S 26.226 -21.152 11.132 0.21 0.60 0.78
O 27.666 -20.860 11.076 -1.85 -0.49 0.02
O 25.443 -21.324 9.923 0.59 -0.17 0.52
C 25.920 -22.552 12.317 -0.64 -0.50 0.25
H 25.082 -22.664 14.332 -0.02 0.23 -0.01
H 26.501 -21.577 14.095 -0.02 -0.15 0.49
H 24.480 -20.040 14.214 0.36 0.04 0.05
H 23.715 -21.077 13.085 -0.11 0.36 -0.64
H 26.186 -19.198 12.555 0.05 -0.22 0.15
H 24.658 -19.222 11.679 0.20 -0.40 -0.50
H 26.697 -23.313 12.388 0.72 0.71 -0.20
H 25.095 -23.184 11.987 -0.43 0.59 -0.55
C 26.999 -26.007 7.115 0.39 0.05 -1.37
C 28.563 -26.160 7.306 -1.80 -0.84 0.72
C 29.042 -26.619 5.950 0.62 0.80 -0.85
S 28.302 -25.505 4.731 -2.11 -0.38 0.97
O 27.704 -26.315 3.688 0.70 0.32 -0.16
O 29.123 -24.356 4.439 -0.16 -0.41 0.11
C 26.883 -25.082 5.869 0.52 0.90 0.58
H 26.377 -25.708 7.958 0.54 0.62 0.14
H 26.492 -26.920 6.801 0.58 -0.59 0.09
H 28.805 -26.944 8.023 -0.13 -0.03 0.12
H 28.965 -25.241 7.732 0.24 0.12 -0.57
H 28.591 -27.565 5.650 0.25 -0.16 0.32
H 30.119 -26.605 5.789 -0.04 -0.14 0.09
H 25.922 -25.105 5.355 0.27 -0.35 -0.22
H 27.050 -24.045 6.160 0.10 0.10 0.03
C 18.464 -26.727 16.743 1.82 1.51 -0.35
C 19.077 -27.964 17.351 -0.01 -0.73 0.49
C 19.905 -27.550 18.591 -0.12 0.87 -1.03
S 21.005 -26.244 17.820 1.46 -1.55 -0.87
O 21.981 -26.914 16.892 -2.23 1.26 1.75
O 21.575 -25.328 18.808 -1.16 -0.69 -1.07
C 19.603 -25.604 16.756 -0.31 -0.46 0.90
H 17.662 -26.288 17.337 -0.21 -0.45 -0.13
H 18.164 -26.908 15.711 -0.26 0.05 0.18
H 19.714 -28.433 16.601 0.16 -0.09 0.14
H 18.276 -28.667 17.576 0.16 -0.16 0.30
H 20.438 -28.313 19.158 0.22 0.09 -0.45
H 19.255 -27.002 19.273 0.07 0.11 0.16
H 20.056 -25.327 15.804 -0.16 -0.10 0.10
H 19.140 -24.762 17.270 0.62 0.33 -0.16
```
Forces are in eV/Å.

The net charge is 0. The energy above the lowest of the compared OMol25 structures with the same formula, charge and spin is 409.0 kJ/mol. As for the SMILES: O=S1(=O)CCCC1.O=S1(=O)CCCC1.O=S1(=O)CCCC1.O=S1(=O)CCCC1.O=S1(=O)CCCC1.COC[C@H](C)N.CC(C)O.CC(C)O.CC(C)O. The HOMO energy comes out at -0.34454 hartree.